The following is a DFT calculation (the ωB97M-V functional and the def2-TZVPD basis) of the ion C4H7N2O2S with charge +1 at a distorted geometry.

Geometry as ORCA input:
```
! RIJCOSX wB97M-V def2-TZVPD def2/J DEFGRID3
* xyz 1 1
S -1.4663 2.0055 0.1356
O -4.3660 0.7985 -0.0681
O -3.4911 -1.2982 -0.0496
N -2.2247 -1.8381 0.0843
N -1.2897 -0.8012 0.0284
C 0.3356 2.1246 -0.0843
C -1.8612 0.3793 0.0409
C -3.4757 0.0382 -0.0378
C 0.0743 -1.2030 0.2680
H 0.5286 3.1937 -0.1272
H 0.7650 -0.5415 -0.2497
H 0.8732 1.6945 0.7536
H 0.2856 -1.1864 1.3406
H -2.0919 -2.5732 -0.6186
H 0.6172 1.6796 -1.0335
H 0.2297 -2.2207 -0.0859
*
```

Results
ΔE to the lowest compared entry with this formula, charge and spin: 66.0 kcal/mol
total energy: -22161.9955 eV

***

The following is a DFT calculation (the ωB97M-V functional and the def2-TZVPD basis) of a structure of composition C11H7MnN2O6 at a distorted geometry.

Geometry as ORCA input:
```
! RIJCOSX wB97M-V def2-TZVPD def2/J DEFGRID3
* xyz 2 5
Mn -1.9292 0.4919 -0.9341
O -2.3766 1.6739 1.8020
O -3.5760 -2.0606 -1.0319
O -3.9509 2.3075 -2.2999
O -2.3887 -1.0864 -3.4678
O 2.1958 1.5724 2.3767
O 0.7479 4.2419 -1.2018
N 3.5360 -0.2587 2.7572
N -0.3272 -0.3902 -0.1671
C 0.5772 0.3339 0.5892
C 1.8940 -1.6859 0.7665
C -0.0039 3.4192 -1.4732
C 2.4973 0.4154 2.1456
C -2.2474 1.3134 0.7120
C 1.6824 -0.3532 1.1284
C -3.1062 1.7216 -1.7544
C 1.0646 -2.2954 -0.1487
C -3.0816 -0.9911 -1.0964
C -2.1910 -0.4079 -2.5350
C -0.0212 -1.6004 -0.6621
H 0.4670 1.4313 0.8054
H -0.5921 -2.0564 -1.4693
H -0.6348 0.8477 -1.6318
H 2.7095 -2.2506 1.1948
H 4.0838 0.2084 3.4649
H 1.2300 -3.3128 -0.4726
H 3.7413 -1.2290 2.6033
*
```

Results
ΔE to the lowest compared entry with this formula, charge and spin: 25.8 kcal/mol
total energy: -58081.2986 eV

***

The following is a DFT calculation (the ωB97M-V functional and the def2-TZVPD basis) of an isolated molecule of C24H33NO4S.

Geometry as ORCA input:
```
! RIJCOSX wB97M-V def2-TZVPD def2/J DEFGRID3
* xyz 0 1
S 2.3125 -2.4478 0.4668
O 3.2071 -3.0332 1.4274
O 0.0023 1.8907 -0.8776
O -3.4378 -1.6363 -1.1695
O 1.8771 -3.2321 -0.6522
N 0.9535 -1.8875 1.2877
C 4.6986 2.7409 -1.5207
C -0.8981 -0.3678 -0.9637
C -3.0213 0.1595 0.3329
C -1.5499 -0.2440 0.4261
C -0.3225 -2.5064 0.9856
C -0.6834 0.7901 1.1695
C 4.4227 0.9730 0.2461
C -4.8837 1.5601 1.0332
C 0.2317 3.1846 1.1392
C 1.6887 2.7704 1.3165
C 2.7405 -0.4877 -1.4025
C -3.9196 -0.5482 -0.4938
C 0.1505 4.5047 0.3744
C 3.0302 -0.9275 -0.1258
C -1.5252 -1.5858 1.2030
C -5.2503 -0.1567 -0.5803
C -0.5798 2.1111 0.3944
C -0.7828 1.0009 -1.6320
C 3.8700 -0.2110 0.7022
C -4.3068 -2.3905 -1.9770
C -5.7318 0.9015 0.1693
C 3.2859 0.7015 -1.8481
C -3.5527 1.1819 1.1069
C 4.1297 1.4465 -1.0284
H 1.7804 1.9146 1.9797
H -5.2469 2.3673 1.6507
H 2.1086 -1.0923 -2.0332
H -6.7687 1.1895 0.0840
H -1.5953 2.5123 0.2317
H -3.6984 -3.2007 -2.3773
H 4.0930 -0.5996 1.6831
H -0.4732 -3.4086 1.5945
H -4.7076 -1.7987 -2.8063
H -2.3992 -2.1714 0.9174
H -0.2296 3.3191 2.1246
H 5.2030 2.5980 -2.4748
H 2.1053 2.5061 0.3501
H 3.0588 1.0598 -2.8410
H 3.8978 3.4635 -1.6739
H 0.1103 -0.7561 -0.8291
H -2.9239 1.7112 1.8029
H 1.1514 -1.8364 2.2753
H 5.0827 1.5383 0.8874
H 2.2632 3.5920 1.7385
H -1.4544 -1.0433 -1.6063
H -5.9304 -0.6824 -1.2312
H 5.4065 3.1545 -0.8076
H -1.0556 0.9752 2.1777
H 0.3158 0.3633 1.2521
H -0.2827 0.9121 -2.5996
H -0.8818 4.8366 0.2871
H -1.7868 1.4303 -1.7884
H 0.5554 4.3687 -0.6245
H -0.2641 -2.8221 -0.0558
H -5.1334 -2.8145 -1.3977
H 0.7198 5.2780 0.8848
H -1.6137 -1.3555 2.2678
*
```

Results
SMILES string: COc1ccccc1[C@@]1(CCNS(=O)(=O)c2ccc(C)cc2)CCO[C@H](C(C)C)C1
ΔE to the lowest compared entry with this formula, charge and spin: 0.0 kcal/mol
total energy: -45938.6858 eV

***

The following is a DFT calculation (the ωB97M-V functional and the def2-TZVPD basis) of an isolated molecule of C5H8NOPS at a distorted geometry.

Geometry as ORCA input:
```
! RIJCOSX wB97M-V def2-TZVPD def2/J DEFGRID3
* xyz 0 3
S 1.3829 0.9653 -0.3369
P -1.5676 -2.8501 0.1834
O -0.7163 -1.0752 1.9120
N -0.0048 -0.5672 -0.1887
C 1.0807 2.5647 -0.5160
C 0.2758 3.5063 -0.9885
C -0.5072 -1.7171 -0.9162
C -0.1190 -0.3651 1.1181
C 0.9275 0.7163 1.3932
H -0.6982 3.0950 -1.3679
H -1.4874 -3.6677 -0.9522
H -0.3706 -3.2774 0.8856
H 1.8962 0.4337 1.8799
H 0.1993 -2.3369 -1.3938
H -1.1420 -1.4818 -1.8876
H 0.3651 1.3997 1.9795
H 0.4857 4.6574 -0.8039
*
```

Results
ΔE to the lowest compared entry with this formula, charge and spin: 0.0 kcal/mol
total energy: -28968.5028 eV

***

The following is a DFT calculation (the ωB97M-V functional and the def2-TZVPD basis) of an isolated molecule of C18H20N2O2.

Geometry as ORCA input:
```
! RIJCOSX wB97M-V def2-TZVPD def2/J DEFGRID3
* xyz 0 1
O -0.3017 0.6918 -1.8579
O 1.2333 3.2378 0.0631
N -0.6462 -0.0679 0.9443
N -0.0071 1.0078 0.3869
C 4.8268 0.6975 -2.3797
C -1.8142 -0.4325 0.5771
C -2.3409 -3.1487 3.1127
C -3.2955 -3.9537 2.4977
C -2.3317 -1.6417 1.2305
C -3.8218 -5.1722 3.1912
C -3.7508 -3.5895 1.2376
C -2.6860 0.2873 -0.4022
C 1.1330 2.4814 -1.1271
C -1.8611 -2.0162 2.4899
C 1.9100 4.4596 -0.1121
C 3.8869 1.0813 -3.3215
C 2.4472 1.8784 -1.5725
C -3.2823 -2.4497 0.6113
C 0.1677 1.2993 -0.9179
C 3.3857 1.4791 -0.6298
C 4.5745 0.8986 -1.0334
C 2.7023 1.6729 -2.9214
H 3.1848 1.6342 0.4207
H -1.1192 -1.3964 2.9676
H -1.9719 -3.4198 4.0918
H 1.9215 4.9461 0.8613
H -4.4825 -4.2079 0.7367
H 5.3020 0.5969 -0.2941
H -2.5205 1.3612 -0.3081
H -3.7355 0.0689 -0.2242
H 5.7530 0.2396 -2.6941
H 0.5981 1.4872 1.0427
H 1.9656 1.9673 -3.6538
H -4.5222 -4.8822 3.9750
H -3.0116 -5.7284 3.6589
H -4.3414 -5.8248 2.4940
H -3.6409 -2.2064 -0.3773
H 4.0778 0.9214 -4.3724
H -2.4178 0.0133 -1.4228
H 0.7170 3.0987 -1.9384
H 2.9377 4.3035 -0.4578
H 1.3867 5.0980 -0.8337
*
```

Results
SMILES string: CO[C@H](C(=O)N/N=C(\C)c1ccc(C)cc1)c1ccccc1
ΔE to the lowest compared entry with this formula, charge and spin: 55.2 kcal/mol
total energy: -26065.1163 eV

***

The following is a DFT calculation (the ωB97M-V functional and the def2-TZVPD basis) of a cluster of 2 separate species, H7N4PS in total at a distorted geometry.

Geometry as ORCA input:
```
! RIJCOSX wB97M-V def2-TZVPD def2/J DEFGRID3
* xyz 0 1
S -0.0529 1.0980 1.9221
P -1.2907 -0.4546 1.0339
N 2.2367 -0.8768 -1.3025
N -0.3860 -0.5243 -0.4219
N -2.5471 0.2187 0.1344
N 2.4709 0.3411 -1.2106
H 0.6598 -0.8255 -0.3154
H -2.2920 0.9362 -0.5595
H 2.8743 0.6959 -2.0492
H 0.3973 1.3105 0.6343
H -1.0676 -0.9029 -0.9934
H 2.7393 -1.2459 -2.1164
H -3.3992 0.4579 0.6524
*
```

Results
SMILES string: [H]/N=N\[H].NP(N)S
ΔE to the lowest compared entry with this formula, charge and spin: 0.0 kcal/mol
total energy: -26196.3897 eV

***

The following is a DFT calculation (the ωB97M-V functional and the def2-TZVPD basis) of a cluster of 7 separate species, C12H36BF4O12 in total at a distorted geometry.

Geometry as ORCA input:
```
! RIJCOSX wB97M-V def2-TZVPD def2/J DEFGRID3
* xyz -1 1
F -0.6646 1.2203 -0.6352
F 0.8984 0.4593 0.8239
F -1.3074 0.4313 1.4435
F -0.5571 -1.0354 -0.1665
O 3.6612 0.9182 -0.6678
O -3.7674 1.1955 6.6243
O 5.6054 -0.8326 -1.8056
O 0.0793 3.1236 2.0542
O 1.5480 2.9813 -0.7158
O -2.5327 -1.5379 -2.0638
O 0.4095 -1.7901 3.0623
O -1.6975 0.2459 -5.6937
O 0.4370 -2.4098 -2.7461
O -3.2235 1.0670 3.4646
O 1.0859 0.0504 -4.7268
O 0.0254 -4.5838 3.6761
C -2.7727 1.8987 4.5021
C -0.6087 -2.5655 2.4712
C 4.3387 -0.6807 -2.4155
C -1.0120 -3.6032 3.5010
C 1.3217 4.0427 0.1781
C 1.3766 3.5828 1.6311
C -2.4907 1.2308 5.8436
C 3.2263 -0.0953 -1.5391
C -0.7235 -3.1711 -2.5263
C -0.9789 1.3137 -5.0238
C -2.0099 -2.4999 -2.9913
C 0.0367 0.7522 -4.0627
B -0.4489 0.2364 0.3719
H -0.3107 -3.0184 1.5175
H 0.7518 2.4254 -0.7398
H 2.8869 1.4299 -0.3926
H -1.5037 -2.0240 2.1368
H 0.8143 -4.1803 4.0454
H -2.6974 -3.3019 -3.2816
H 0.3977 -1.5862 -2.2527
H -1.9352 -1.4702 -1.3016
H -1.9292 1.9255 6.4650
H 2.1468 2.8511 1.8749
H 4.4580 0.1145 -3.1704
H 2.3912 0.2445 -2.1630
H -1.8770 -4.1876 3.2012
H -1.7810 2.2776 4.2057
H -1.0697 -3.1027 4.4711
H 1.3771 0.5937 -5.4633
H -1.8229 -1.9409 -3.9131
H -3.9464 0.2526 6.7050
H 1.4823 4.4664 2.2713
H -2.6023 1.0917 2.7317
H 6.0964 -1.4801 -2.3147
H -0.5366 1.8783 -5.8541
H 2.1163 4.7950 0.1159
H 0.5601 1.6320 -3.6415
H -1.7550 1.9040 -4.5361
H 2.7239 -0.9019 -0.9815
H -2.1484 0.2109 5.6817
H -0.0638 2.2064 1.7768
H 0.3823 4.5859 0.0615
H -0.6748 -4.1069 -3.0898
H -0.3775 0.3633 -3.1336
H 3.9229 -1.5635 -2.9039
H -1.1266 -0.5322 -5.6738
H 0.6364 -1.0548 2.4754
H -0.8089 -3.4899 -1.4835
H -3.4323 2.7481 4.6859
*
```

Results
ΔE to the lowest compared entry with this formula, charge and spin: 21.6 kcal/mol
total energy: -49149.9888 eV

***

The following is a DFT calculation (the ωB97M-V functional and the def2-TZVPD basis) of an isolated molecule of C4H8N2O at a distorted geometry.

Geometry as ORCA input:
```
! RIJCOSX wB97M-V def2-TZVPD def2/J DEFGRID3
* xyz 0 1
O 2.0930 0.0531 0.9143
N -2.1874 -0.8718 -0.0714
N -0.0352 1.9324 -0.1779
C -1.0519 1.3222 0.1582
C 1.4655 0.1863 -0.3212
C -0.9635 -0.1820 0.3529
C 0.2723 -0.6786 -0.4671
H 0.8372 2.2608 -0.5550
H 0.4912 -1.7030 -0.1238
H -0.7345 -0.2989 1.4340
H 2.1414 0.2630 -1.1833
H 2.9282 0.5528 0.8928
H -2.2361 -1.7822 0.3917
H -0.0364 -0.7227 -1.5188
H -2.9839 -0.3313 0.2746
*
```

Results
ΔE to the lowest compared entry with this formula, charge and spin: 129.0 kcal/mol
total energy: -9300.8003 eV

***

What is the formula in the third record?
C24H33NO4S

***

What is the total energy in the third record?
-45938.6858 eV